(1)
# C28H37BrFGeO5S5TeY

C28H37BrFGeO5S5TeY as an isolated structure (wB97M-V/def2-TZVPD, OMol25).

Values from the calculation:
LUMO energy, eV: 3.829
Relative energy (zero: lowest compared OMol25 entry of this formula, charge and spin), kJ/mol: 193.7
Kohn-Sham gap, eV: 5.9441
Molecular weight, Da: 1001.95
Net charge: -2

Geometry (Å):
Y 0.09781 -0.96925 0.08906
C 7.67519 2.01272 1.74994
C 6.50036 1.66779 2.66647
C 6.91974 0.48221 3.54766
C 6.22140 2.88245 3.56273
C 5.23837 1.31454 1.87909
C 4.09515 0.90624 2.55376
C 2.94846 0.61966 1.84566
Br 1.42771 -0.01812 2.79991
C 2.82385 0.73039 0.44660
O 1.69472 0.49107 -0.15297
C 4.00571 1.11442 -0.24147
C 5.15474 1.39598 0.48902
C 3.98013 1.21658 -1.76933
C 2.92124 2.23861 -2.21300
C 3.66447 -0.16180 -2.36484
C 5.32544 1.67092 -2.34272
H 8.55680 2.23949 2.35550
H 7.45816 2.88624 1.13232
H 7.92319 1.18049 1.08784
H 7.85762 0.70308 4.06688
H 7.05999 -0.41436 2.94108
H 6.16349 0.25867 4.30145
H 7.10440 3.13474 4.15937
H 5.39284 2.68460 4.24423
H 5.95132 3.74951 2.95684
H 4.08293 0.80408 3.63206
H 6.03312 1.69995 -0.05836
H 1.92384 1.94725 -1.89178
H 2.92688 2.32250 -3.30397
H 3.14008 3.22359 -1.79154
H 2.70128 -0.53008 -2.02156
H 4.42759 -0.89094 -2.08061
H 3.63384 -0.10855 -3.45710
H 5.60839 2.66486 -1.98499
H 5.24182 1.71810 -3.43092
H 6.12959 0.97070 -2.10209
S -1.24218 2.83168 -0.78513
S -0.28905 4.56673 -0.26998
S -0.98836 4.98684 1.60340
S -0.31927 3.39339 2.74091
F 1.33830 -2.51354 0.58329
C -3.50429 2.57588 2.09770
Te -1.70495 1.48738 1.94243
C -1.81608 0.78559 3.96326
H -4.24176 1.86947 2.46774
H -3.75397 2.94194 1.10774
H -3.32107 3.39680 2.78552
H -1.07915 1.31268 4.56460
H -1.62167 -0.28496 3.93344
H -2.82278 0.97211 4.32916
O -3.46855 -2.49164 0.66396
S -2.63336 -1.35429 0.89969
O -2.07678 -0.72796 -0.35299
O -1.37982 -1.67555 1.68095
O -3.34968 -0.26516 1.65007
Ge 0.00880 -1.95550 -2.53455
C 1.58498 -2.84504 -3.39238
C 1.87476 -2.73814 -4.75392
C 3.01142 -3.31885 -5.30784
C 3.89135 -4.03083 -4.50385
C 3.62490 -4.14804 -3.14464
C 2.49299 -3.55562 -2.59927
C -1.17725 -3.55226 -2.28278
C -0.89218 -4.46411 -1.26169
C -1.70990 -5.56027 -1.01774
C -2.84604 -5.76734 -1.78660
C -3.15536 -4.86743 -2.79806
C -2.32916 -3.77657 -3.03881
H -0.65066 -1.33749 -3.81782
H 1.19473 -2.18800 -5.39649
H 3.21088 -3.21418 -6.36947
H 4.78082 -4.48204 -4.92961
H 4.31141 -4.68992 -2.50289
H 2.32283 -3.62075 -1.52840
H -0.02406 -4.30554 -0.62735
H -1.46963 -6.24120 -0.20872
H -3.49658 -6.61139 -1.58661
H -4.05035 -5.01033 -3.39468
H -2.58811 -3.07957 -3.82869



(2)
# C28H37BrN2NiP

C28H37BrN2NiP as an isolated structure (wB97M-V/def2-TZVPD, OMol25).

Values from the calculation:
LUMO energy (spin up / spin down), eV: -2.673 / -3.780
Kohn-Sham gap (spin up / spin down), eV: 7.6693 / 6.7345
Molecular weight, Da: 571.19
Net charge: +1
Spin multiplicity: 3

Geometry (Å):
Ni 0.52798 0.44868 0.75864
C 1.35985 1.01515 -2.66254
C 0.19588 1.94722 -2.50123
C -0.64213 2.05649 -3.80110
P -0.75184 1.27274 -1.07013
C -2.32417 2.21630 -0.84760
C -2.19585 3.73268 -0.93272
C -2.88861 1.78329 0.55005
C -1.32641 -0.43991 -1.46803
C -2.27453 -0.64294 -2.46134
C -2.78093 -1.94001 -2.69306
C -3.84333 -2.31388 -3.65884
C -2.25542 -2.98599 -1.92683
C -1.28337 -2.77429 -0.94566
C -0.82564 -1.48772 -0.66819
N 0.16809 -1.21552 0.22020
C 0.98681 -2.25657 0.82003
C 1.95302 -2.90637 0.08342
C 2.21418 -2.46523 -1.30819
C 2.62519 -3.99318 0.64327
C 2.23482 -4.42341 1.90139
C 2.81268 -5.62305 2.62944
C 1.26083 -3.78056 2.63215
C 0.60065 -2.68248 2.10106
C -0.60423 -2.02196 2.74454
H 1.97095 1.29348 -3.49531
H 1.03929 0.01162 -2.80859
H 2.00649 0.92982 -1.85464
H 0.48146 2.93895 -2.10387
H -0.81833 1.05303 -4.15953
H 0.05671 2.43146 -4.56367
H -1.57231 2.63251 -3.71444
H -2.86633 1.72639 -1.63826
H -1.47715 4.09091 -0.21466
H -3.13026 4.22627 -0.72700
H -1.86832 4.11893 -1.89351
H -2.08088 2.12118 1.24028
H -3.04310 0.71683 0.65301
H -3.84313 2.23909 0.72897
H -2.62329 0.22292 -2.98359
H -3.37273 -2.70571 -4.57249
H -4.52535 -1.47508 -3.90954
H -4.39437 -3.12888 -3.28853
H -2.67228 -4.03030 -2.03799
H -0.87962 -3.58203 -0.36783
H 1.31405 -2.56074 -1.99988
H 3.13904 -3.00481 -1.67024
H 2.44680 -1.40609 -1.29309
H 3.34909 -4.46867 -0.01754
H 3.66788 -6.00123 2.04819
H 2.04441 -6.43457 2.55164
H 2.92001 -5.46438 3.72560
H 0.99645 -4.08384 3.60349
H -0.46959 -0.94125 2.83697
H -0.68719 -2.37282 3.78443
H -1.50701 -2.25542 2.17660
C 0.99235 5.74600 2.20353
C 1.44123 4.36170 2.56228
C 2.21590 4.00614 3.63046
C 2.66488 2.69112 3.76851
C 2.22222 1.78554 2.83531
Br 2.33162 -0.13115 3.13747
N 1.54115 2.08128 1.74161
C 1.14244 3.31285 1.68371
H 1.80581 6.40866 2.40968
H 0.07675 6.01911 2.72394
H 0.77961 5.75779 1.12891
H 2.47200 4.72340 4.42854
H 3.20136 2.30405 4.68911
H 0.56778 3.57644 0.88324



(3)
# C28H37ClMnN4O3

C28H37ClMnN4O3 as an isolated structure (wB97M-V/def2-TZVPD, OMol25).

Values from the calculation:
LUMO energy (spin up / spin down), eV: -6.479 / -6.555
Kohn-Sham gap (spin up / spin down), eV: 6.0197 / 7.4761
Molecular weight, Da: 568.02
Net charge: +2
Spin multiplicity: 4

Geometry (Å):
Mn 0.84216 0.74015 -0.34707
C -2.16407 0.77490 4.24495
C -2.34028 1.02523 2.89175
C -1.24439 0.99997 2.04441
C 0.01571 0.72270 2.55125
C 0.20305 0.46989 3.90681
C -0.89412 0.49795 4.74722
N 1.10514 0.71729 1.61917
N 2.25424 0.72443 2.07838
C 3.22228 0.74292 1.05992
C 4.56727 0.78429 1.38596
C 5.50152 0.82055 0.36033
C 5.08120 0.80980 -0.96298
C 3.72118 0.76635 -1.28572
C 2.79854 0.73756 -0.26647
H -3.01497 0.79894 4.91356
H -3.32363 1.24501 2.49277
H -1.38847 1.21066 0.99163
H 1.19249 0.24801 4.28315
H -0.76053 0.30293 5.80352
H 4.85865 0.79461 2.42958
H 6.55770 0.86046 0.59016
H 5.81239 0.83514 -1.76152
H 3.42393 0.74787 -2.32772
C 0.29107 0.25441 -3.51550
O 0.66078 1.07125 -2.38646
C 1.06195 2.42399 -2.68891
C 0.38064 3.31799 -1.70191
O 0.58478 2.74094 -0.39204
C 0.60013 3.72150 0.67627
H 1.15303 0.10189 -4.16346
H -0.51285 0.74009 -4.06430
H -0.05719 -0.69579 -3.12301
H 0.77091 2.69178 -3.70311
H 2.14388 2.49325 -2.59620
H -0.68985 3.38597 -1.88128
H 0.82231 4.31346 -1.73898
H 1.51805 4.30283 0.61349
H 0.55068 3.19618 1.62178
H -0.27055 4.36543 0.57479
Cl -3.09589 3.11129 -0.49741
C -4.13775 1.71709 -0.39846
C -5.44140 1.90613 0.00042
C -6.28958 0.80934 0.12187
C -5.81583 -0.47529 -0.14526
C -4.51262 -0.65810 -0.54225
C -3.61973 0.43276 -0.70825
C -2.31167 0.21384 -1.16177
H -5.79858 2.90406 0.21791
H -7.31656 0.96209 0.42615
H -6.47770 -1.32573 -0.04657
H -4.14395 -1.65391 -0.76132
H -1.68022 1.05389 -1.42560
H -1.95725 -0.78782 -1.36014
C 2.52190 -2.28782 -2.08237
N 1.83062 -2.95870 -0.98789
C 2.43668 -4.23243 -0.59036
C 0.77472 -2.40177 -0.37788
O 0.54972 -1.14763 -0.47700
N -0.08052 -3.14160 0.33756
C -0.97348 -2.50427 1.30624
C -0.38369 -4.54909 0.06362
H 2.52771 -2.93687 -2.95947
H 3.55317 -2.07795 -1.79729
H 2.02819 -1.35754 -2.32842
H 3.51747 -4.12106 -0.66477
H 2.13406 -5.05297 -1.23952
H 2.19856 -4.46988 0.44153
H -0.56047 -1.56543 1.65453
H -1.08604 -3.17169 2.15932
H -1.95867 -2.31960 0.87280
H -0.09803 -4.82038 -0.94717
H -1.46143 -4.67488 0.14895
H 0.09344 -5.22088 0.77407



(4)
# C28H37ClN4P2Re

C28H37ClN4P2Re as an isolated structure (wB97M-V/def2-TZVPD, OMol25).

Values from the calculation:
LUMO energy (spin up / spin down), eV: -6.780 / -9.732
Relative energy (zero: lowest compared OMol25 entry of this formula, charge and spin), kJ/mol: 441.2
Kohn-Sham gap (spin up / spin down), eV: 6.3134 / 3.1457
Molecular weight, Da: 713.24
Net charge: +2
Spin multiplicity: 4

Geometry (Å):
Re -0.10801 -1.47190 0.86661
C -0.43940 0.73661 3.85326
C -1.42809 1.10582 3.00124
C -1.62547 2.46267 2.52665
C -0.48319 3.30660 1.92577
C 0.75335 2.69634 1.33747
C 1.82116 2.32846 2.02565
C 1.85042 2.08221 3.51627
C 0.60377 1.63011 4.37740
C 1.39966 -1.29716 2.35102
H -0.42590 -0.31459 4.11708
H -2.09957 0.32984 2.61482
H -1.95820 2.97331 3.45339
H -2.45124 2.46398 1.80296
H -0.92586 3.94139 1.14071
H -0.18133 4.03525 2.71436
H 0.79134 2.63798 0.23038
H 2.61918 1.70708 1.57171
H 2.04735 3.07446 3.90951
H 2.73215 1.47652 3.80569
H 1.03734 1.07113 5.23564
H 0.04499 2.51179 4.74999
H 1.06097 -1.54573 3.36037
H 2.08097 -0.42572 2.48147
H 2.14663 -2.04724 2.07950
P 1.57183 -1.13315 -0.50948
P -1.93786 -0.31098 -0.21851
N 2.84995 -0.04193 -0.63519
N 2.19099 -2.51509 -1.31097
N -1.94402 1.25810 -1.35956
N -3.65086 -0.86664 -1.01176
C 0.33809 -0.57657 -1.73427
C -1.00919 -1.24246 -1.47994
C 4.04616 0.00766 0.08617
C 4.93498 0.76176 -0.62833
C 4.30516 1.19111 -1.81996
C 3.01095 0.77075 -1.76428
C 2.36506 -3.83354 -0.93055
C 2.87666 -4.52184 -2.02146
C 2.98283 -3.58518 -3.09633
C 2.55256 -2.36732 -2.64226
C -2.24950 2.54735 -0.99628
C -2.21218 3.36100 -2.12914
C -1.99576 2.53317 -3.25872
C -1.83128 1.25350 -2.75388
C -4.53980 -0.19722 -1.86074
C -5.29626 -1.13354 -2.56023
C -4.88874 -2.41536 -2.08877
C -3.88065 -2.23447 -1.15255
H 0.69739 -0.83078 -2.72000
H 0.22660 0.50151 -1.62759
H -1.63342 -1.33782 -2.37118
H -0.95569 -2.29265 -1.12562
H 4.13735 -0.52994 1.04407
H 5.97809 0.99038 -0.34163
H 4.71178 1.85175 -2.61429
H 2.17644 0.89105 -2.45893
H 2.15660 -4.16013 0.07858
H 3.10652 -5.56355 -2.06565
H 3.29685 -3.76690 -4.10734
H 2.48657 -1.41610 -3.15404
H -2.47394 2.83161 0.01314
H -2.29284 4.42277 -2.12806
H -1.95974 2.76999 -4.31513
H -1.53077 0.38883 -3.27342
H -4.53864 0.88572 -1.94539
H -6.03211 -0.89821 -3.31729
H -5.28080 -3.36281 -2.43056
H -3.31069 -2.97357 -0.57898
Cl -0.99597 -3.87236 1.29133
C -1.52488 -2.32398 2.04258
H -2.57108 -2.10632 1.84133
H -1.32575 -2.27681 3.09221



(5)
# C28H37N11O2V

C28H37N11O2V as an isolated structure (wB97M-V/def2-TZVPD, OMol25).

Values from the calculation:
LUMO energy (spin up / spin down), eV: -2.973 / -2.958
Relative energy (zero: lowest compared OMol25 entry of this formula, charge and spin), kJ/mol: 0.0
Kohn-Sham gap (spin up / spin down), eV: 6.2531 / 6.5677
Molecular weight, Da: 610.62
Net charge: +1
Spin multiplicity: 3

Geometry (Å):
V -0.71830 0.15357 -0.06150
C -3.57486 -0.23207 -2.73590
C -2.62144 0.54179 -3.65304
C -1.24498 0.90868 -3.05738
N -0.73391 -0.09494 -2.13301
C -0.35419 -1.26866 -2.58304
C -0.23154 -1.54777 -3.97505
C 0.01292 -2.70516 -4.66639
C 0.20661 -4.00907 -4.20024
C 0.28539 -4.37335 -2.88278
C 0.23911 -3.58589 -1.72643
C 0.02218 -2.22619 -1.52028
N 0.09689 -1.65142 -0.29628
C 0.95204 -2.25558 0.72892
C 0.38468 -2.28121 2.14086
C 0.14430 -0.87158 2.66613
N -0.95806 -0.26580 1.93964
C -2.20425 -0.46127 2.33477
C -2.53749 -1.19979 3.49996
C -3.72728 -1.35309 4.16892
C -4.98794 -0.82459 3.89439
C -5.32306 -0.08836 2.78531
C -4.54744 0.27856 1.68447
C -3.19820 0.09239 1.39754
N -2.64512 0.46467 0.22420
C -3.41280 1.31988 -0.67940
C -4.30585 0.59787 -1.68480
H -3.04067 -1.05283 -2.25110
H -4.33086 -0.70229 -3.36843
H -3.10106 1.46410 -3.99366
H -2.46408 -0.06321 -4.54755
H -1.30208 1.84791 -2.51135
H -0.53649 1.09596 -3.87156
H -0.35527 -0.67998 -4.60666
H 0.03811 -2.58837 -5.74468
H 0.30920 -4.78808 -4.94404
H 0.42345 -5.43193 -2.69155
H 0.33858 -4.16723 -0.82050
H 1.88122 -1.66464 0.77913
H 1.25410 -3.26505 0.45924
H 1.10976 -2.79178 2.77953
H -0.54337 -2.85947 2.16379
H 1.04438 -0.27908 2.49406
H -0.01458 -0.86156 3.74657
H -1.70718 -1.71324 3.96231
H -3.66588 -1.96610 5.06170
H -5.77380 -1.03680 4.60727
H -6.35944 0.22460 2.72237
H -5.11457 0.77262 0.90916
H -2.70504 1.94788 -1.21627
H -4.01234 2.02076 -0.09195
H -4.90986 1.35826 -2.19042
H -5.00507 -0.05186 -1.15204
N 2.69488 -0.61374 -1.59133
N 3.30524 0.19903 -0.64030
C 2.69374 1.30035 -0.16815
N 3.46800 2.28420 0.25708
N 1.34401 1.29150 -0.14114
N 0.69570 2.47431 -0.05470
O 1.20546 3.56336 0.04770
O -0.54269 2.30776 -0.09171
H 2.61647 -1.56527 -1.25658
H 3.21148 -0.58168 -2.46081
H 4.28808 0.08716 -0.43671
H 4.46524 2.22403 0.14177
H 3.08628 3.04834 0.79385
N 3.88980 5.20860 3.76371
C 3.51922 3.90831 3.57598
C 2.19381 3.55811 3.28750
C 1.88443 2.22855 3.07653
N 2.76912 1.22905 3.09935
C 4.02710 1.57215 3.38616
C 4.45228 2.86449 3.62245
H 3.17513 5.89271 3.94032
H 4.78370 5.39938 4.18124
H 1.41544 4.30927 3.24378
H 0.85325 1.94849 2.87028
H 4.74541 0.75962 3.42848
H 5.49091 3.06004 3.85774



(6)
# C28H37N3OS4Si2SrTe

C28H37N3OS4Si2SrTe as an isolated structure (wB97M-V/def2-TZVPD, OMol25).

Values from the calculation:
LUMO energy, eV: -0.897
Relative energy (zero: lowest compared OMol25 entry of this formula, charge and spin), kJ/mol: 39.7
Kohn-Sham gap, eV: 4.8440
Molecular weight, Da: 831.28

Geometry (Å):
Sr 0.24557 0.12020 1.81854
C 3.50070 0.93023 0.53956
C 3.52579 -0.54591 0.79055
C 4.72329 -1.25115 0.85304
C 4.68953 -2.60320 1.11411
C 3.46746 -3.23080 1.30188
C 2.31150 -2.47450 1.22618
N 2.34799 -1.15809 0.97482
C 0.95184 -3.10061 1.43898
C 0.82570 -4.44510 1.75164
C -0.44018 -4.96098 1.95658
C -1.53901 -4.13210 1.86542
C -1.34477 -2.78962 1.56549
N -0.11795 -2.30509 1.34074
C -2.50677 -1.82504 1.53890
C -3.79374 -2.25694 1.81558
C -4.81379 -1.32255 1.87612
C -4.52096 0.01067 1.68216
C -3.21020 0.37440 1.40427
C -2.81014 1.81229 1.25812
N -2.23613 -0.53533 1.30273
H 4.45121 1.27711 0.13766
H 3.30379 1.45671 1.48022
H 2.70299 1.18791 -0.16085
H 5.65916 -0.73040 0.70493
H 5.60650 -3.17489 1.17407
H 3.43697 -4.28961 1.50268
H 1.68803 -5.08497 1.84664
H -0.56792 -6.00657 2.20354
H -2.52398 -4.53132 2.04490
H -4.01504 -3.29567 2.00109
H -5.82467 -1.63776 2.09896
H -5.28440 0.77182 1.76328
H -3.66477 2.47615 1.37345
H -2.36932 1.99283 0.27651
H -2.07680 2.07872 2.02727
O 1.27043 2.00315 8.72086
C 1.04418 1.73909 7.56488
S 1.75568 2.59025 6.19428
C 0.97030 1.67616 4.90948
C 0.12443 0.70407 5.29639
S -0.84834 -0.39075 4.30225
S -0.07421 0.48257 7.03158
S 1.43039 2.18259 3.27567
C -0.86891 4.84643 -0.74411
Si -0.82320 4.16955 -2.47468
C -0.28517 5.48137 -3.67666
C -2.49397 3.52556 -2.98016
C 0.44195 2.77767 -2.52357
Te -0.17956 1.03878 -1.47436
C 1.28448 -0.29389 -2.31384
Si 0.51031 -1.61130 -3.40526
C -0.39446 -0.80779 -4.81452
C -0.64743 -2.60682 -2.33635
C 1.86492 -2.70937 -4.05932
H -1.64826 5.60458 -0.63749
H 0.08669 5.30916 -0.48560
H -1.05956 4.06688 -0.00127
H -1.00063 6.30778 -3.67248
H -0.23492 5.08735 -4.69441
H 0.69553 5.88846 -3.42080
H -3.23083 4.33219 -2.95679
H -2.84992 2.72573 -2.32699
H -2.46182 3.12902 -3.99864
H 1.38564 3.10447 -2.08348
H 0.62366 2.44218 -3.54668
H 1.80261 -0.75670 -1.47155
H 1.99533 0.35028 -2.83538
H -1.18116 -0.14392 -4.44783
H -0.85940 -1.55761 -5.45880
H 0.29179 -0.21989 -5.42989
H -1.44763 -1.97998 -1.93104
H -0.10392 -3.04582 -1.49411
H -1.11310 -3.42054 -2.89716
H 2.57617 -2.13775 -4.66063
H 1.45666 -3.50362 -4.68901
H 2.41779 -3.18041 -3.24227